This record from the Open Molecules 2025 dataset describes 12 unconnected molecules or ions with the total composition C32H80N8O12S4 in a non-equilibrium geometry. The level of theory is the ωB97M-V functional and the def2-TZVPD basis.

CARTESIAN COORDINATES (ANGSTROEM)
C 0.74805 4.69035 3.07688
S -0.02222 4.48343 4.69429
O -0.18194 3.06418 5.08777
C 1.40121 5.31081 5.52767
H 0.45827 5.73403 2.67270
H 0.38678 3.93389 2.38449
H 1.78322 4.53288 3.14518
H 1.37772 6.38479 5.25542
H 2.34472 4.91779 5.27362
H 1.20636 5.24349 6.63428
C -6.96140 1.23947 -3.28695
S -6.53062 0.29675 -1.79541
O -5.79423 -0.88711 -2.28559
C -5.35271 1.56403 -1.16494
H -6.93793 2.29972 -2.96819
H -7.95136 1.02160 -3.69749
H -6.09682 1.23283 -3.95809
H -4.82285 2.17607 -1.85074
H -4.70972 1.06211 -0.36802
H -6.09788 2.23935 -0.65613
C -1.80207 0.36539 3.59164
S -3.49863 0.82962 3.08271
O -4.17955 -0.48829 2.85977
C -3.93127 1.33772 4.76432
H -1.86042 -0.36455 4.46874
H -1.30296 1.31520 3.84190
H -1.33675 -0.14718 2.76322
H -3.12313 1.95190 5.18189
H -3.88315 0.42327 5.33562
H -4.95255 1.69505 4.91620
C -1.07655 2.13564 -1.44762
S -0.37253 2.16537 0.19990
O -1.53477 2.30012 1.18179
C 0.01831 0.45670 0.24934
H -0.37154 1.99137 -2.29543
H -1.56194 3.10076 -1.60165
H -1.85815 1.43513 -1.47478
H 0.77699 0.22155 -0.52232
H -0.89130 -0.16196 0.17741
H 0.54320 0.21524 1.15274
C 0.67331 1.50108 -8.80121
O 0.61582 1.36347 -9.99087
N 1.62340 1.10259 -7.91601
C 1.72479 1.63554 -6.57088
C 2.63368 0.14663 -8.31924
H -0.10599 2.14717 -8.40752
H 0.69278 2.03923 -6.38064
H 2.50473 2.42418 -6.40943
H 1.99054 0.81538 -5.88373
H 2.43036 -0.21318 -9.32472
H 3.62088 0.73524 -8.36329
H 2.69861 -0.66511 -7.53904
C -2.28321 0.69100 -4.45196
O -1.37526 1.41593 -4.69561
N -2.16360 -0.49203 -3.86119
C -3.25869 -1.35197 -3.64649
C -0.79848 -0.84979 -3.36551
H -3.31181 1.05228 -4.66155
H -2.86247 -2.33090 -4.00406
H -4.15768 -1.25541 -4.17853
H -3.64209 -1.29943 -2.61019
H -0.40981 -1.81343 -3.81471
H -0.04270 -0.07784 -3.58091
H -1.00758 -0.92578 -2.33468
C 3.72864 0.19862 -2.40145
O 3.34793 0.52586 -1.26225
N 4.21067 1.12943 -3.29537
C 4.50839 0.77772 -4.63438
C 4.36535 2.53773 -2.85920
H 3.72067 -0.78863 -2.84099
H 4.16465 1.57004 -5.27624
H 4.13505 -0.21919 -4.92572
H 5.57955 0.87343 -4.96382
H 3.68081 3.20521 -3.36820
H 4.13901 2.62144 -1.73849
H 5.39899 2.80341 -3.12553
C 0.12668 -3.50473 5.06681
O 1.25776 -3.86635 4.78009
N -0.85919 -3.18657 4.17618
C -2.22776 -3.16095 4.62626
C -0.60175 -3.72046 2.78903
H -0.13822 -3.26023 6.17750
H -2.85666 -2.46387 4.01895
H -2.33036 -2.69268 5.61554
H -2.65497 -4.13219 4.67260
H -0.80250 -4.81103 2.72911
H -1.19044 -3.19747 2.03805
H 0.44747 -3.61835 2.72447
C 3.54956 1.09998 1.60531
O 2.75763 1.97540 1.88761
N 4.86283 1.01789 1.90116
C 5.51339 -0.25051 1.74119
C 5.57076 2.15757 2.38499
H 3.19327 0.20862 1.11307
H 4.94357 -0.81246 0.90908
H 5.36524 -0.80898 2.59820
H 6.52014 -0.08692 1.50494
H 5.25292 2.29567 3.41117
H 6.65569 2.06600 2.44075
H 5.38961 3.00813 1.78920
C 3.03709 1.96290 5.30374
O 3.70969 2.62174 6.11814
N 3.12467 0.62485 5.09001
C 1.97330 -0.14944 4.67033
C 4.03907 -0.12365 5.87595
H 2.33024 2.41043 4.65887
H 1.24351 0.58035 4.30888
H 1.49968 -0.70111 5.50729
H 2.34577 -0.94020 4.01774
H 4.36054 -1.06448 5.28751
H 4.91250 0.45209 6.03359
H 3.64199 -0.35498 6.91039
C -3.28972 -2.80089 0.57603
O -2.30385 -3.44472 0.16150
N -4.54772 -3.13709 0.07469
C -5.68984 -2.56068 0.69467
C -4.67610 -4.07915 -1.02416
H -3.35044 -2.02221 1.34973
H -6.12827 -3.25400 1.45968
H -6.43088 -2.41948 -0.10708
H -5.45214 -1.57559 1.09871
H -5.42429 -4.85993 -0.85224
H -4.95032 -3.57287 -1.94696
H -3.74261 -4.70100 -1.05705
C 1.90821 -2.35002 -2.20897
O 1.75895 -2.36535 -3.44635
N 1.29273 -3.24747 -1.40799
C 1.38468 -3.22976 0.06906
C 0.20674 -4.06930 -1.89565
H 2.58095 -1.66958 -1.65927
H 1.62863 -4.22226 0.47201
H 0.43155 -2.97857 0.54334
H 2.15796 -2.47643 0.37115
H -0.79253 -3.81970 -1.36731
H 0.19265 -3.94821 -2.99727
H 0.45588 -5.11816 -1.72648

Values from the calculation:
E: -114307.6427 eV
LUMO level: 0.014 Eh
net charge: 0
HOMO-LUMO gap: 9.21 eV
relative energy (zero: lowest compared OMol25 entry of this formula, charge and spin): 0.0 kcal/mol

***

This record from the Open Molecules 2025 dataset describes a molecular structure, C4H12IO4 in a non-equilibrium geometry. The level of theory is the ωB97M-V functional and the def2-TZVPD basis.

CARTESIAN COORDINATES (ANGSTROEM)
I 1.45947 -0.72641 1.17052
C 2.47380 1.00832 -1.70740
C 1.54904 2.14952 -1.26450
O 0.67172 2.59572 -2.35791
O 3.16605 0.41071 -0.65514
H 3.27047 1.50005 -2.26566
H 1.95925 0.36004 -2.41667
H 2.20319 2.88690 -0.79927
H 0.99554 1.82725 -0.38252
H -0.02935 3.15739 -2.01931
H 2.65694 -0.06207 0.00735
C -1.42411 -1.22246 0.81679
C -2.91561 -1.54594 1.00917
O -3.47440 -1.27558 2.32891
O -0.74813 -2.02726 1.74155
H -1.30701 -0.19284 1.15480
H -0.97072 -1.37876 -0.16205
H -3.09217 -2.62000 0.95165
H -3.54438 -1.22007 0.18058
H -3.07008 -1.87400 2.96137
H 0.17048 -1.75049 1.70772

Values from the calculation:
E: -20632.0197 eV
LUMO level: 0.121 Eh
net charge: -1
HOMO-LUMO gap: 7.36 eV
relative energy (zero: lowest compared OMol25 entry of this formula, charge and spin): 86.2 kcal/mol

***

This record from the Open Molecules 2025 dataset describes a molecular structure, C37H21BrIrO8S6. The level of theory is the ωB97M-V functional and the def2-TZVPD basis.

CARTESIAN COORDINATES (ANGSTROEM)
Ir -1.38331 -0.15047 -0.51576
O -1.26830 5.85509 1.09691
C -1.25464 4.68675 0.78082
C -1.47651 4.13371 -0.61255
O -1.72802 4.78705 -1.60889
C -1.33781 2.68624 -0.47126
C -0.98384 2.33781 0.84447
O -0.72384 1.12775 1.16930
C -1.02050 3.51293 1.71030
O -0.88802 3.57374 2.92201
O -1.49088 1.79694 -1.38775
S -6.08955 -3.57976 3.75904
C -5.01237 -2.78007 2.79791
S -5.43216 -1.41553 1.83092
C -3.86000 -1.12645 1.12746
C -2.87095 -2.00563 1.50579
S -1.26663 -1.86890 0.98191
S -3.36025 -3.24704 2.63388
S -3.54882 0.18605 0.10490
O 2.10631 -0.45094 2.01579
S 1.76497 0.76595 2.79893
C 3.13603 0.97886 3.96094
C 2.91994 1.65228 5.15150
C 3.97208 1.81511 6.04531
C 5.22086 1.29066 5.74717
C 5.42108 0.59876 4.55660
C 4.37787 0.44046 3.65917
C 2.20198 2.19104 1.78695
C 2.57912 1.95965 0.48011
C 2.80361 3.04506 -0.35664
C 2.65449 4.33756 0.12323
C 2.28267 4.55440 1.44615
C 2.04859 3.47699 2.28533
H 1.93457 2.04541 5.37474
H 3.81206 2.34454 6.97649
H 6.04032 1.41413 6.44490
H 6.39588 0.18471 4.32895
H 4.49830 -0.10176 2.72853
H 2.66414 0.95290 0.10617
H 3.06061 2.85982 -1.39155
H 2.79147 5.18193 -0.54126
H 2.12313 5.56100 1.81128
H 1.69869 3.63984 3.29645
Br 1.09598 -2.37332 -4.35054
C 1.19092 -3.17853 -2.63509
C 1.08189 -4.55678 -2.55285
C 1.12872 -5.17045 -1.30946
C 1.29819 -4.40150 -0.16637
C 1.41268 -3.02285 -0.26575
C 1.34495 -2.39081 -1.50302
C 1.51509 -0.88946 -1.60606
O 2.63815 -0.48198 -1.87929
O 0.51360 -0.13126 -1.35237
H 0.94418 -5.13653 -3.45582
H 1.03130 -6.24729 -1.23901
H 1.33014 -4.87134 0.80899
H 1.53667 -2.41448 0.62145
C -4.03111 -0.02146 -5.62004
C -3.59089 0.90427 -4.65449
C -2.95631 0.48142 -3.51834
C -2.71330 -0.89297 -3.25721
C -2.04939 -1.35995 -2.05845
C -1.91596 -2.72898 -1.94771
C -2.36111 -3.64505 -2.92374
C -2.97600 -3.20799 -4.05376
C -3.16669 -1.81924 -4.24155
C -3.81870 -1.35268 -5.41057
H -4.53244 0.32115 -6.51840
H -3.74586 1.96514 -4.81066
H -2.61352 1.21923 -2.81232
H -1.43682 -3.15518 -1.07804
H -2.19550 -4.70461 -2.75942
H -3.32310 -3.89845 -4.81540
H -4.14814 -2.08665 -6.13936

Values from the calculation:
E: -192986.5716 eV
2S+1: 2
LUMO level (alpha / beta): 0.136 / 0.095 Eh
net charge: -2
HOMO-LUMO gap (alpha / beta): 6.13 / 5.00 eV
relative energy (zero: lowest compared OMol25 entry of this formula, charge and spin): 3.2 kcal/mol
expectation value of S²: 0.767

***

This record from the Open Molecules 2025 dataset describes a single C11H12FI molecule in a non-equilibrium geometry. The level of theory is the ωB97M-V functional and the def2-TZVPD basis.

CARTESIAN COORDINATES (ANGSTROEM)
C 2.37663 3.07681 0.33255
C 1.12756 2.20352 0.38999
C 1.13432 1.15932 -0.75927
C -0.11900 0.50853 -0.89292
C -0.55942 -0.59496 -0.28604
C 0.41781 -1.39640 0.48088
C 0.28507 -2.79800 0.60527
C -0.83434 -3.49529 0.14142
C -1.86778 -2.68724 -0.20378
C -1.93044 -1.21749 -0.24351
C -3.13556 -0.68175 0.05786
F -4.25289 -1.41014 -0.05333
I -3.25429 1.42739 0.32205
H 3.40982 2.60782 0.69016
H 2.41511 4.10693 0.77317
H 2.38360 3.30178 -0.73020
H 0.92764 1.74703 1.32130
H 0.25496 2.75387 0.20211
H 1.37394 1.63716 -1.65102
H 2.01375 0.51512 -0.52616
H -0.84030 0.93420 -1.57048
H 1.22946 -0.91448 0.76025
H 1.15814 -3.16915 1.13608
H -0.97581 -4.51333 0.30542
H -2.73797 -3.10124 -0.60181

Values from the calculation:
E: -22416.0697 eV
SMILES: CCC/C=c1\cccc\c1=C(/F)I
LUMO level (alpha / beta): -0.013 / -0.013 Eh
net charge: 0
HOMO-LUMO gap (alpha / beta): 7.23 / 7.23 eV
relative energy (zero: lowest compared OMol25 entry of this formula, charge and spin): 53.1 kcal/mol

***

This record from the Open Molecules 2025 dataset describes a single C3H5N3OS molecule in a non-equilibrium geometry. The level of theory is the ωB97M-V functional and the def2-TZVPD basis.

CARTESIAN COORDINATES (ANGSTROEM)
H 2.00383 2.24936 0.04070
N 2.15851 1.24647 0.06363
C 1.08252 0.58423 0.08167
C 0.88327 -0.85205 0.10356
C -0.43376 -1.07181 0.01185
N -1.18047 -2.22806 -0.08610
O -1.17821 0.05360 -0.04701
N -0.26264 1.13686 0.12121
S -0.63739 2.43439 -0.90796
H 1.68507 -1.58455 0.14773
H -2.14508 -2.12004 0.18335
H -0.72195 -3.04512 0.25799
H -1.25372 3.19672 0.02938

Values from the calculation:
E: -20542.8704 eV
SMILES: [H]/N=c1/cc(N)on1S
LUMO level: 0.024 Eh
net charge: 0
HOMO-LUMO gap: 9.06 eV
relative energy (zero: lowest compared OMol25 entry of this formula, charge and spin): 64.3 kcal/mol

***

This record from the Open Molecules 2025 dataset describes a single C3H7NO2 molecule in a non-equilibrium geometry. The level of theory is the ωB97M-V functional and the def2-TZVPD basis.

CARTESIAN COORDINATES (ANGSTROEM)
C 0.60654 1.56923 -0.78832
C -0.32730 0.44702 -1.20863
O -0.87363 -0.12026 0.09313
C -0.06609 -1.06602 0.63976
N -0.53850 -1.67456 1.78020
O 0.98858 -1.39829 0.13734
H 1.67414 1.35964 -0.89726
H 0.34171 1.47815 0.25303
H 0.36210 2.58849 -1.10941
H -1.19886 0.80408 -1.76898
H 0.17287 -0.37583 -1.71651
H -1.25361 -1.29112 2.37624
H 0.11205 -2.32053 2.20941

Values from the calculation:
E: -8809.8083 eV
SMILES: CCOC(N)=O
LUMO level: 0.035 Eh
net charge: 0
HOMO-LUMO gap: 11.24 eV
relative energy (zero: lowest compared OMol25 entry of this formula, charge and spin): 16.6 kcal/mol

***

This record from the Open Molecules 2025 dataset describes a molecular structure, C13H10N4O6RuSe. The level of theory is the ωB97M-V functional and the def2-TZVPD basis.

CARTESIAN COORDINATES (ANGSTROEM)
Ru 1.06354 0.31111 0.05825
O -0.04433 2.54471 -3.15075
C -0.03141 1.54919 -2.46240
O 1.03071 1.06651 -1.86378
C -1.30201 0.70164 -2.29978
C -0.97810 -0.79071 -2.14716
C -2.24116 -1.63461 -2.34024
C -3.00311 -1.37478 -1.01591
C -2.06034 -0.40302 -0.30713
O -0.76633 -0.90875 -0.71654
C -2.10840 0.98328 -0.98705
C -1.54979 2.05140 -0.03272
O -2.23473 3.02384 0.22208
O -0.40175 1.78364 0.50295
H -1.92448 0.89684 -3.17070
H -0.08863 -1.14029 -2.65793
H -1.97897 -2.68570 -2.44926
H -2.79761 -1.32229 -3.22336
H -3.10515 -2.29032 -0.43436
H -3.99238 -0.94327 -1.16167
H -2.10514 -0.38992 0.77769
H -3.12840 1.27803 -1.22081
Se 3.54420 -0.67208 -0.30424
C 2.38567 -1.87012 -1.06634
N 1.60977 -2.59613 -1.52898
N 3.52576 1.65349 3.44533
C 2.58903 0.91145 2.80919
O 2.04381 1.37877 1.77775
C 2.22781 -0.35686 3.35384
C 1.21155 -0.98963 2.63320
N 0.37656 -1.32651 1.89457
C 2.86959 -0.89976 4.48155
N 3.44104 -1.26728 5.41649
H 4.05919 1.25839 4.19984
H 3.86397 2.46973 2.96840

Values from the calculation:
E: -99818.3154 eV
2S+1: 6
LUMO level (alpha / beta): 0.098 / 0.035 Eh
net charge: -1
HOMO-LUMO gap (alpha / beta): 8.24 / 6.96 eV
relative energy (zero: lowest compared OMol25 entry of this formula, charge and spin): 8.1 kcal/mol
expectation value of S²: 8.761

***

This record from the Open Molecules 2025 dataset describes a molecular structure, C24H30N2O3PRu. The level of theory is the ωB97M-V functional and the def2-TZVPD basis.

CARTESIAN COORDINATES (ANGSTROEM)
Ru -0.31908 -1.61737 1.03107
N 1.62359 -1.97837 0.41067
C 2.74520 -1.69286 1.36485
C 2.58776 -2.49515 2.65098
C 2.14509 -1.67549 3.86023
C 0.91034 -0.81764 3.65340
N -0.23412 -1.60778 3.04862
H 1.69065 -2.96088 0.13087
H 1.78132 -1.42995 -0.44340
H 2.74511 -0.61653 1.54501
H 3.67559 -1.92998 0.84927
H 3.53082 -2.98126 2.89717
H 1.89899 -3.33320 2.47147
H 2.94629 -0.99396 4.15542
H 1.99314 -2.33851 4.71447
H 1.07911 0.04132 3.00084
H 0.53926 -0.42752 4.60236
H -1.12983 -1.22384 3.36285
H -0.19671 -2.57112 3.40288
O -0.43751 0.15553 0.56573
P -0.27068 1.09189 -0.78602
C -0.10611 2.71218 -0.13525
C 0.81889 3.62100 -0.66565
C 0.81058 4.93254 -0.22230
C -0.10925 5.33588 0.73194
C -1.04628 4.43953 1.23989
C -1.05850 3.13000 0.80157
C -1.74596 0.84398 -1.71920
C -1.72582 1.28937 -3.04821
C -2.88790 1.24617 -3.79832
C -4.06695 0.78124 -3.22514
C -4.09313 0.37164 -1.89704
C -2.93713 0.41218 -1.13426
C 1.17004 0.48947 -1.64331
C 1.04224 -0.42008 -2.69862
C 2.17875 -0.97493 -3.27319
C 3.43822 -0.62107 -2.80527
C 3.57187 0.28265 -1.75237
C 2.44531 0.83782 -1.16781
H 1.52358 3.32476 -1.43100
H 1.51336 5.64250 -0.63558
H -0.10633 6.36022 1.07951
H -1.77375 4.77178 1.96757
H -1.80206 2.44137 1.18451
H -0.81480 1.66606 -3.49963
H -2.87826 1.58509 -4.82513
H -4.97403 0.75401 -3.81414
H -5.02369 0.04888 -1.44973
H -2.97670 0.14789 -0.08680
H 0.06456 -0.68812 -3.07962
H 2.07979 -1.66611 -4.09948
H 4.32205 -1.03741 -3.27085
H 4.55645 0.56543 -1.40331
H 2.55564 1.54380 -0.35377
C -3.58861 -3.63346 0.38651
C -2.46194 -2.77089 0.73693
O -1.20408 -3.09053 0.32015
O -2.44589 -1.71021 1.37399
H -3.34046 -4.67287 0.61222
H -3.74009 -3.57261 -0.69677
H -4.48791 -3.31652 0.90825

Values from the calculation:
E: -46342.2820 eV
LUMO level: -0.444 Eh
net charge: +3
HOMO-LUMO gap: 5.38 eV